Density functional theory data (ωB97M-V/def2-TZVPD) for a cluster of 2 separate species, C5H14N2 in total at a distorted geometry.

SMILES: C/C=C/C.NCN
HOMO energy: -9.20 eV
calculated total energy: -308.37427 Eh
strongest force on any atom: 2.07 eV Å⁻¹
frontier orbital gap: 10.18 eV

```
! wB97M-V def2-TZVPD RIJCOSX def2/J DEFGRID3
* xyz 0 1
C -0.58232 1.84290 -0.38077
C -1.76999 1.12954 -1.00400
C -1.97744 -0.19276 -0.76698
C -3.19454 -0.90752 -1.26873
H -0.02631 1.14440 0.25690
H 0.11258 2.20424 -1.17855
H -0.81456 2.72115 0.21991
H -2.43433 1.70980 -1.67722
H -1.31073 -0.75077 -0.09515
H -3.82703 -0.27401 -1.86881
H -2.85600 -1.74637 -1.87368
H -3.77636 -1.33147 -0.46266
N 1.47992 -1.32951 0.35520
C 2.79274 -0.78359 0.85140
N 2.81800 0.28701 1.86174
H 0.83507 -1.44246 1.18170
H 1.07164 -0.60020 -0.24423
H 3.34346 -1.60047 1.33674
H 3.38313 -0.41862 0.00864
H 2.24299 1.07606 1.54209
H 2.36032 0.07478 2.75016
*
```

These are the natural (NBO) partial charges, in e, on atoms 1 to 8: atom 1 (C): -0.644, atom 2 (C): -0.194, atom 3 (C): -0.180, atom 4 (C): -0.640, atom 5 (H): 0.196, atom 6 (H): 0.211, atom 7 (H): 0.217, atom 8 (H): 0.199

---

Density functional theory data (ωB97M-V/def2-TZVPD) for the ion CH3F3N2P with charge +1 at a distorted geometry.

SMILES: N/C(F)=[NH+]/P(F)F
HOMO energy: -15.65 eV
calculated total energy: -790.11110 Eh
strongest force on any atom: 9.54 eV Å⁻¹
frontier orbital gap: 9.99 eV

```
! wB97M-V def2-TZVPD RIJCOSX def2/J DEFGRID3
* xyz 1 1
N 0.01068 0.18830 0.75961
C 1.07791 -0.32593 0.20985
F 2.22618 -0.52441 0.73473
N 0.91277 -1.03741 -1.30174
P 1.95710 -2.33839 -1.84332
F 0.62267 -3.14769 -2.30119
F 2.03178 -1.75375 -3.31746
H -0.88126 0.03571 0.29490
H -0.00096 0.96837 1.42021
H 0.01396 -1.20301 -1.51700
*
```

These are the natural (NBO) partial charges, in e, on atoms 1 to 8: atom 1 (N): -0.722, atom 2 (C): 0.965, atom 3 (F): -0.201, atom 4 (N): -0.915, atom 5 (P): 1.659, atom 6 (F): -0.568, atom 7 (F): -0.549, atom 8 (H): 0.459

---

Density functional theory data (ωB97M-V/def2-TZVPD) for a structure of composition C4H9HoO3 at a distorted geometry.

HOMO energy (alpha / beta): -10.76 / -12.53 eV
calculated total energy: -1331.17207 Eh
strongest force on any atom: 2.69 eV Å⁻¹
expectation value of S²: 8.759
frontier orbital gap (alpha / beta): 5.60 / 7.45 eV

```
! wB97M-V def2-TZVPD RIJCOSX def2/J DEFGRID3
* xyz 1 6
C -2.55111 -0.15262 -2.22425
O -1.27155 -0.66272 -1.85856
H -3.17840 -0.95761 -2.62834
H -3.03099 0.31920 -1.35746
H -2.38701 0.60699 -3.00105
O 2.14330 -0.51882 -0.43645
C 2.36748 -0.63237 0.94926
C 1.16536 -0.67816 1.88528
O 0.13523 0.21027 2.06456
C 0.03829 1.34088 1.13115
Ho 0.62224 0.72076 -1.06575
H 2.97940 0.25231 1.24788
H 2.93435 -1.55577 1.17431
H -1.29276 -1.61068 -1.49702
H 1.63395 -0.52539 2.85408
H 0.69239 2.15118 1.50624
H -1.00017 1.69254 1.25613
*
```

These are the Mulliken partial charges, in e, on atoms 1 to 8: atom 1 (C): -0.539, atom 2 (O): -0.463, atom 3 (H): 0.285, atom 4 (H): 0.297, atom 5 (H): 0.248, atom 6 (O): -0.665, atom 7 (C): -0.118, atom 8 (C): -0.337

---

Density functional theory data (ωB97M-V/def2-TZVPD) for a cluster of 11 separate species, C31H90N6O11 in total at a distorted geometry.

SMILES: COC[C@H](C)N.COC[C@H](C)N.COC[C@H](C)N.COC[C@H](C)N.COC[C@H](C)N.COC[C@H](C)N.CC(C)O.CO.CO.CO.CO
HOMO energy: -9.33 eV
calculated total energy: -2390.89869 Eh
strongest force on any atom: 4.69 eV Å⁻¹
frontier orbital gap: 9.71 eV

```
! wB97M-V def2-TZVPD RIJCOSX def2/J DEFGRID3
* xyz 0 1
C 8.06849 25.91434 -9.21821
O 8.50235 27.25427 -9.37140
C 8.90958 27.78688 -8.12981
C 9.53819 29.17982 -8.36023
C 10.13252 29.87818 -7.06601
N 8.66967 30.12656 -9.02173
H 7.67598 25.53059 -10.15989
H 7.22419 25.94085 -8.52932
H 8.80958 25.20490 -8.85001
H 8.02195 27.67680 -7.50684
H 9.70611 27.13828 -7.76517
H 10.38322 29.02219 -9.03044
H 11.04206 29.40673 -6.69375
H 9.47364 29.93756 -6.19972
H 10.36168 30.92199 -7.28063
H 7.78606 30.03597 -8.54098
H 8.53266 29.79944 -9.96742
C 19.04348 19.99313 -4.05700
O 18.58748 18.75460 -4.80798
C 17.36619 18.97888 -5.43953
C 16.67790 17.60415 -5.97620
C 17.44656 16.95619 -6.97364
N 15.33787 17.92768 -6.37587
H 18.91410 20.82384 -4.75075
H 20.11285 19.87297 -3.88357
H 18.45854 20.19832 -3.16043
H 16.71602 19.48499 -4.72593
H 17.39924 19.64903 -6.29855
H 16.48589 16.93100 -5.14067
H 18.02685 17.61027 -7.62446
H 16.82582 16.29814 -7.58172
H 18.20488 16.32301 -6.51305
H 14.82493 17.06656 -6.50031
H 15.39968 18.18172 -7.35144
C -1.16304 15.47068 -2.65299
O -1.05903 14.20225 -3.31897
C -1.45654 13.10948 -2.59074
C -1.52568 11.77635 -3.37386
C -2.55909 11.68254 -4.48725
N -1.77517 10.61740 -2.51567
H -0.61013 16.27919 -3.13122
H -0.53194 15.25668 -1.79043
H -2.14550 15.85343 -2.37660
H -0.72889 12.96640 -1.79190
H -2.33683 13.35258 -1.99570
H -0.56266 11.78610 -3.88433
H -3.61641 11.66870 -4.22272
H -2.45755 10.73186 -5.01070
H -2.53430 12.40207 -5.30564
H -2.26903 9.97563 -3.11927
H -2.49076 10.83793 -1.83788
C -0.26607 26.39402 6.67555
O 0.26794 26.31999 5.33685
C 0.22343 25.07457 4.63571
C -1.13902 24.48664 4.42829
C -1.19361 23.15254 3.57621
N -1.95287 25.41422 3.69869
H -1.25186 26.85115 6.58968
H 0.30815 27.10722 7.26693
H -0.22448 25.44964 7.21823
H 0.83837 25.08832 3.73584
H 0.75444 24.35094 5.25417
H -1.58658 24.31460 5.40716
H -0.62461 22.32124 3.99246
H -0.74565 23.34181 2.60070
H -2.23139 22.82649 3.50689
H -1.88097 26.27180 4.22737
H -1.38747 25.71692 2.91843
C 3.82723 22.49910 -4.14903
O 4.79301 21.42860 -4.18184
C 6.06184 21.57124 -3.60285
C 7.04780 20.40630 -4.04606
C 6.63736 18.98861 -3.64105
N 8.40673 20.74607 -3.68341
H 3.73920 22.91101 -3.14371
H 2.92832 21.95466 -4.43823
H 4.05918 23.34051 -4.80197
H 6.50911 22.48938 -3.98372
H 6.02173 21.61270 -2.51437
H 7.02181 20.26320 -5.12631
H 5.87568 18.58555 -4.30850
H 6.26162 18.90511 -2.62128
H 7.50218 18.33752 -3.76860
H 8.99480 20.02207 -4.07083
H 8.63148 21.60830 -4.15896
C 0.03376 32.57788 -8.49358
O -0.94402 33.61912 -8.57205
C -0.80627 34.58137 -7.56580
C -1.61987 35.85788 -7.96525
C -1.48079 36.35634 -9.44639
N -1.46799 36.97180 -7.04839
H 1.00220 33.07653 -8.53318
H -0.04611 31.90273 -9.34557
H 0.07443 31.97678 -7.58521
H -1.16627 34.11432 -6.64909
H 0.22416 34.93677 -7.56845
H -2.65259 35.51454 -7.90439
H -0.42141 36.49391 -9.66291
H -1.99046 37.31004 -9.58344
H -2.04519 35.75468 -10.15882
H -0.63259 37.41858 -7.39851
H -1.20013 36.69472 -6.11480
C 2.95395 18.10477 -10.22176
C 1.81131 18.48526 -9.22897
C 0.95143 19.64218 -9.91849
O 1.11038 17.26514 -8.89837
H 3.58956 17.43711 -9.64008
H 3.45306 19.03401 -10.49651
H 2.46666 17.68866 -11.10352
H 2.25835 18.81855 -8.29239
H -0.04952 19.80031 -9.51699
H 0.69965 19.37500 -10.94480
H 1.51054 20.57146 -10.02772
H 0.71477 17.38735 -8.03225
C 4.35417 18.61990 4.56242
O 4.29469 19.40282 3.38958
H 4.91632 17.72808 4.28536
H 4.89398 19.23430 5.28297
H 3.31993 18.45770 4.86599
H 5.20124 19.36754 3.07568
C 6.36575 10.85874 -1.33712
O 6.76591 9.49541 -1.51496
H 6.98346 11.27522 -0.54147
H 6.44259 11.36579 -2.29894
H 5.31457 10.81863 -1.05163
H 5.96335 9.01658 -1.73455
C 10.08124 18.16640 1.78081
O 9.45680 19.31808 1.38448
H 9.84620 17.74135 2.75662
H 9.87039 17.37057 1.06646
H 11.15951 18.21454 1.62877
H 9.71014 19.46260 0.46986
C -4.50435 25.93492 -3.65299
O -3.71304 25.73929 -4.82033
H -3.85657 25.88392 -2.77784
H -4.97511 26.91032 -3.53021
H -5.24017 25.14408 -3.50725
H -4.32318 25.80614 -5.55848
*
```

These are the Mulliken partial charges, in e, on atoms 1 to 8: atom 1 (C): -0.744, atom 2 (O): -0.297, atom 3 (C): -0.671, atom 4 (C): 0.285, atom 5 (C): -1.432, atom 6 (N): -0.704, atom 7 (H): 0.269, atom 8 (H): 0.313

---

Density functional theory data (ωB97M-V/def2-TZVPD) for a structure of composition C20H15I3N4O2PdS at a distorted geometry.

HOMO energy (alpha / beta): -8.05 / -8.56 eV
calculated total energy: -2559.80888 Eh
strongest force on any atom: 1.61 eV Å⁻¹
expectation value of S²: 2.020
frontier orbital gap (alpha / beta): 6.74 / 6.49 eV

```
! wB97M-V def2-TZVPD RIJCOSX def2/J DEFGRID3
* xyz 0 3
Pd 1.02876 1.51350 -0.59564
N -1.73366 -0.04991 -3.65417
C -1.04417 0.37049 -2.57918
S 0.24558 1.55885 -2.95958
N -1.36891 -0.08768 -1.41526
N -0.61299 0.24869 -0.35673
C -1.01121 -0.00918 0.85457
C -2.17395 -0.87013 1.15660
C -3.09752 -0.54669 2.15051
C -4.12739 -1.42092 2.45889
C -4.25245 -2.62579 1.78466
C -3.34273 -2.95532 0.78942
C -2.31631 -2.08239 0.47522
C -0.17676 0.55511 1.92642
C -0.24558 0.13567 3.25542
C 0.53349 0.76513 4.20816
C 1.38748 1.78874 3.82493
C 1.45545 2.11676 2.48272
N 0.69380 1.52466 1.57279
H -1.64057 0.44953 -4.51965
H -2.56814 -0.59306 -3.49691
H -3.02362 0.39710 2.67586
H -4.83612 -1.16198 3.23470
H -5.05356 -3.30868 2.03551
H -3.41958 -3.89794 0.26371
H -1.59562 -2.34916 -0.28298
H -0.88970 -0.69001 3.51849
H 0.48307 0.46203 5.24540
H 1.98918 2.32326 4.54556
H 2.13306 2.87657 2.11181
I -0.62219 3.45955 -1.43847
I -1.61312 5.38464 0.43170
I 1.18605 -2.85236 -4.50058
C 2.13895 -1.47946 -3.21896
C 3.04584 -0.57024 -3.74667
C 3.64203 0.35965 -2.91056
C 3.35815 0.38010 -1.55039
C 2.47918 -0.57905 -1.02123
C 1.86217 -1.50499 -1.86613
C 3.88266 1.51767 -0.66080
O 5.02498 1.50211 -0.24715
O 2.97996 2.41427 -0.45468
H 3.28256 -0.58235 -4.80181
H 4.33961 1.07842 -3.32148
H 2.39597 -0.70972 0.05355
H 1.19788 -2.25549 -1.45762
*
```

These are the natural (NBO) partial charges, in e, on atoms 1 to 8: atom 1 (Pd): 0.945, atom 2 (N): -0.773, atom 3 (C): 0.332, atom 4 (S): -0.167, atom 5 (N): -0.425, atom 6 (N): -0.265, atom 7 (C): 0.220, atom 8 (C): -0.128

---

Density functional theory data (ωB97M-V/def2-TZVPD) for a structure of composition C18H33MnN4O2S3 at a distorted geometry.

HOMO energy (alpha / beta): -10.37 / -10.44 eV
calculated total energy: -3420.59393 Eh
strongest force on any atom: 2.14 eV Å⁻¹
expectation value of S²: 8.755
frontier orbital gap (alpha / beta): 7.42 / 7.37 eV

```
! wB97M-V def2-TZVPD RIJCOSX def2/J DEFGRID3
* xyz 1 6
Mn 0.22628 -0.16319 -0.74554
C -0.88312 -1.87999 3.22866
C -0.84662 -1.13189 1.93396
N 0.28308 -0.75259 1.38416
N 1.43058 -0.98769 2.03556
C 2.53598 -0.81519 1.36426
N 3.71288 -0.80659 2.00616
S 2.61598 -0.64909 -0.36874
C -2.05092 -0.79399 1.20916
C -3.32222 -0.78819 1.80236
C -4.43572 -0.56769 1.02176
C -4.26882 -0.32879 -0.34034
C -2.98032 -0.25389 -0.84014
N -1.89522 -0.48489 -0.10554
H -0.06792 -2.60079 3.22906
H -1.83052 -2.39309 3.36756
H -0.70962 -1.20759 4.07036
H 3.74578 -0.91489 3.00446
H 4.55408 -0.81139 1.45776
H -3.41822 -0.92249 2.86676
H -5.42322 -0.57279 1.45416
H -5.11792 -0.19029 -0.99174
H -2.81262 -0.00729 -1.88264
C -0.50002 4.99171 2.30916
C 0.01098 4.52751 0.94686
C 1.13348 3.51461 1.10816
S 1.75268 2.72491 -0.43904
O 0.56568 1.93111 -0.93834
C 1.87998 4.20521 -1.55114
C 0.69508 4.38801 -2.48324
C 0.78798 3.44981 -3.67974
H -1.25712 5.76131 2.17376
H 0.31148 5.41391 2.90086
H -0.94032 4.16331 2.86136
H 0.35268 5.40311 0.39146
H -0.81222 4.07221 0.39226
H 0.80328 2.66921 1.71776
H 2.01528 3.95221 1.57566
H 2.78268 4.03241 -2.13694
H 2.04208 5.06781 -0.91204
H 0.69328 5.42101 -2.83944
H -0.24162 4.20951 -1.95334
H 1.70708 3.63411 -4.23434
H -0.05352 3.61271 -4.34924
H 0.77958 2.41161 -3.34584
C -2.19592 -4.40959 -1.04134
C -0.76522 -4.72349 -1.42984
S 0.35908 -3.40419 -0.80704
O 0.02298 -2.21629 -1.67454
C 1.94298 -4.07469 -1.49554
C 2.75268 -4.71139 -0.38034
H -2.87622 -5.11989 -1.50544
H -2.46472 -3.41119 -1.37614
H -2.32982 -4.45379 0.03596
H -0.65322 -4.76059 -2.51074
H -0.42372 -5.65309 -0.98214
H 2.46388 -3.20579 -1.89944
H 1.72518 -4.78159 -2.29524
H 2.97988 -3.97759 0.39076
H 3.69338 -5.08519 -0.77874
H 2.21848 -5.54449 0.07346
*
```

These are the natural (NBO) partial charges, in e, on atoms 1 to 8: atom 1 (Mn): 1.526, atom 2 (C): -0.680, atom 3 (C): 0.206, atom 4 (N): -0.338, atom 5 (N): -0.460, atom 6 (C): 0.322, atom 7 (N): -0.776, atom 8 (S): -0.478